91
Properties=species:S:1:pos:R:3:mulliken_charge:R:1 method="wB97M-V/def2-TZVPD" multiplicity=5 lumo_ev="0.18 / -1.94" charge=0 total_energy_ev=-84802.2760
H 1.509 -5.140 -0.560 0.29
C -0.937 -4.787 -1.731 -1.77
H 0.280 0.952 -3.891 0.08
H -1.670 -1.578 -2.889 0.11
H 3.318 -1.867 -0.681 0.40
H 0.798 -2.675 1.630 0.27
C 2.665 0.006 0.901 -0.84
H -2.703 1.330 -0.846 1.07
C 1.321 -0.027 1.237 -0.41
H 1.632 -0.076 4.640 0.47
H 3.608 2.694 -2.230 0.59
C 2.843 -2.135 -1.631 -1.22
H -0.098 -0.091 2.839 0.77
C 0.955 -0.063 2.581 0.07
H -2.087 -3.160 -0.962 0.12
C -2.268 1.148 1.379 0.49
H -0.607 2.882 -3.572 0.38
H -3.881 3.654 1.917 0.37
Si -1.617 2.776 2.005 -0.14
H -2.332 3.225 -3.356 0.50
H 3.329 1.931 -0.658 0.39
H -2.489 -0.029 3.245 0.41
H 2.553 -4.031 0.362 0.33
H 0.179 -4.196 0.969 1.04
H -1.995 2.161 4.370 0.37
H 4.718 0.043 1.611 0.40
H -2.313 -3.148 -3.417 0.50
C 1.921 -0.055 3.592 -1.53
C -1.301 -2.799 3.778 -1.07
C 1.686 -3.099 -1.408 0.56
C -2.336 -0.723 -0.043 -1.21
H -1.218 -3.831 4.146 0.41
C 0.014 3.070 1.059 -1.17
C 2.192 4.358 -0.657 -1.73
Si -1.657 -2.839 1.945 -0.09
C -1.209 3.308 -1.520 1.04
F 4.218 -0.017 4.187 -0.42
C -2.898 4.093 1.690 -1.19
H -2.753 -5.016 2.223 0.33
P 0.149 -2.347 -0.642 0.53
C 2.223 -4.314 -0.645 -1.70
H 2.581 1.270 -2.148 -0.11
H -2.103 3.157 -0.898 0.14
H 0.827 2.626 1.659 0.30
C -0.975 4.818 -1.623 -1.82
H -2.934 -4.484 0.529 0.27
H 2.930 0.029 -0.152 1.32
H -2.125 -2.308 4.312 0.37
C -1.206 2.692 3.823 -1.08
H -3.922 -3.736 1.808 0.36
H -1.689 1.642 -2.877 0.10
H -1.830 5.259 -2.156 0.46
C 2.854 2.184 -1.613 -1.25
H 1.308 3.421 -2.400 0.40
C -2.930 -4.148 1.572 -1.18
C -1.190 -3.283 -1.585 1.01
C 1.673 3.123 -1.402 0.59
H 1.327 -3.421 -2.399 0.41
Cl 2.306 0.065 -4.672 -0.20
C -2.348 0.730 -0.019 -1.23
H 3.601 -2.634 -2.252 0.61
C -1.446 -2.650 -2.956 -1.55
C 3.664 0.015 1.880 -1.78
Pt -0.182 0.002 -0.335 1.36
C 3.257 -0.019 3.209 0.13
P 0.152 2.354 -0.619 0.49
C -1.466 2.716 -2.908 -1.55
H -1.788 -5.225 -2.272 0.46
C -0.008 -3.111 1.017 -1.12
C 0.857 0.060 -3.634 1.11
H -1.145 3.718 4.213 0.41
H -0.369 -2.270 4.016 0.21
H -0.864 -5.313 -0.770 0.30
H -2.728 4.936 2.375 0.33
H 0.190 4.156 1.034 1.06
H 1.460 5.168 -0.575 0.31
H -0.038 -5.000 -2.322 0.38
H -0.587 -2.794 -3.626 0.38
C -2.363 -0.024 2.162 -0.92
H 0.288 -0.840 -3.877 0.05
H 3.056 4.752 -1.210 0.49
H -2.915 4.470 0.661 0.27
H 2.536 4.090 0.350 0.34
H -2.669 -1.303 -0.898 1.09
H -0.250 2.191 4.016 0.24
H 3.098 -4.699 -1.184 0.49
C -2.268 -1.178 1.353 0.42
H -0.912 5.317 -0.648 0.31
H 2.539 -1.231 -2.168 -0.13
H 1.083 0.069 -2.556 -1.25
H -0.076 5.053 -2.204 0.38

***

100
Properties=species:S:1:pos:R:3:mulliken_charge:R:1 method="wB97M-V/def2-TZVPD" smiles=OCCO.OCCO.OCCO.OCCO.OCCO.OCCO.OCCO.OCCO.OCCO.OCCO e_above_lowest_ev=5.124 lumo_ev=0.15 charge=0 total_energy_ev=-62654.2226
C -2.003 -4.231 7.096 -0.45
H -5.757 -2.714 0.715 0.31
H -1.772 -5.545 5.744 0.30
O -6.316 -5.610 -4.627 -0.54
O -0.088 -3.190 8.327 -0.50
H -4.373 -4.017 -4.780 0.23
O 0.071 -1.369 0.618 -0.52
C -4.970 3.732 -6.985 -0.24
H 1.754 0.152 -9.176 0.30
C 4.248 -5.564 3.753 -0.40
C -1.551 4.516 7.271 -0.45
O -6.431 0.719 -0.801 -0.51
H 4.841 -4.723 1.831 0.26
H -0.785 3.476 10.074 0.28
H 1.128 1.193 -1.258 0.33
H 7.198 2.477 -1.022 0.31
H 9.652 1.469 -1.018 0.37
H -8.282 -0.126 -0.229 0.33
H -2.852 5.253 8.463 0.33
H -2.034 -3.024 8.869 0.28
H -7.287 -1.116 -1.233 0.25
O 3.202 -5.918 1.497 -0.51
H -3.862 5.072 -4.863 0.30
O 5.022 5.483 4.279 -0.51
H -0.740 5.231 7.413 0.27
H 6.611 6.065 2.757 0.26
H -6.601 -0.547 1.730 0.26
O -4.137 -4.917 -6.612 -0.49
C 0.454 -0.045 0.375 -0.45
H -3.266 -4.616 -6.882 0.31
H 9.399 -0.221 -0.845 0.34
H 1.477 0.031 0.742 0.31
H 6.836 5.129 4.979 0.34
C 7.661 0.848 -0.116 -0.29
O 0.010 -0.427 -8.442 -0.50
H -5.109 1.868 -7.024 0.31
H -0.940 1.267 -2.264 0.28
H 3.601 -6.324 4.191 0.27
H -5.446 3.622 -6.011 0.24
H -0.864 -1.337 0.402 0.31
O 8.484 0.408 -2.446 -0.51
O -2.778 5.193 7.508 -0.52
H 5.053 -6.553 2.091 0.30
H -0.854 -0.039 -8.283 0.30
C 8.872 0.709 -1.059 -0.53
O -5.539 -1.813 0.466 -0.48
C -4.031 -4.939 -5.250 -0.31
C -7.242 -0.381 -0.429 -0.35
H -4.655 -6.403 -3.756 0.33
H -1.399 -4.634 9.154 0.26
H 0.170 -0.558 -11.038 0.22
O -0.932 0.619 -1.556 -0.50
H -6.864 -6.363 -4.396 0.29
C -4.923 -6.054 -4.753 -0.46
H -0.182 0.613 0.967 0.29
H -5.743 4.119 -7.650 0.31
H 9.314 0.286 -2.912 0.30
H 5.430 4.860 3.673 0.34
H -2.010 -3.332 6.479 0.30
H 7.486 7.527 5.021 0.30
C 6.723 7.164 4.333 -0.19
C 4.447 -5.658 2.230 -0.29
H 0.758 -0.437 -1.840 0.27
H 2.774 -4.320 3.791 0.29
H -3.034 -5.171 -4.875 0.32
H 1.022 0.849 -11.376 0.33
O -0.965 1.239 -10.903 -0.48
H 6.032 8.000 4.228 0.24
C 0.436 0.355 -1.165 -0.32
O 7.123 2.171 -0.115 -0.52
H 6.830 0.213 -0.422 0.25
C 0.727 0.506 -9.254 -0.52
C -6.741 -1.149 0.832 -0.50
C 0.215 0.489 -10.737 -0.26
H -1.565 0.996 -10.195 0.30
C -1.365 3.272 8.140 -0.26
O 3.674 -4.290 4.122 -0.51
H 5.761 6.151 6.040 0.33
O 7.215 6.763 3.022 -0.47
C 6.077 5.910 5.025 -0.64
O -3.232 4.685 -5.476 -0.50
O -1.434 3.851 9.474 -0.55
H 0.356 -3.651 7.612 0.33
H 7.983 0.539 0.878 0.29
H -4.881 -6.952 -5.369 0.32
O -4.397 2.453 -7.292 -0.49
H -3.219 4.880 -7.617 0.31
H -3.031 -4.559 7.243 0.37
H -2.231 2.623 8.008 0.21
C -3.906 4.829 -6.771 -0.53
H -5.530 0.389 -0.797 0.32
H -0.428 2.757 7.929 0.35
H -7.472 -1.888 1.159 0.36
H 0.556 1.479 -8.792 0.32
C -1.389 -3.799 8.454 -0.38
O -1.177 -5.136 6.377 -0.51
H 2.628 -5.168 1.669 0.28
H -1.456 4.244 6.220 0.33
H -4.436 5.780 -6.827 0.29
H 5.199 -5.692 4.270 0.31

***

21
Properties=species:S:1:pos:R:3:mulliken_charge:R:1 method="wB97M-V/def2-TZVPD" smiles=N[C@H](CO)CS.O.O e_above_lowest_ev=1.108 lumo_ev=0.58 charge=0 total_energy_ev=-21788.8701
H -1.760 3.729 -0.854 0.30
H -1.599 -2.589 1.069 0.29
H 2.328 0.217 -1.029 0.13
H 1.356 -4.871 1.101 0.32
O 1.885 -4.432 0.426 -0.63
H -1.200 1.098 0.663 0.25
O -1.682 2.795 -1.050 -0.53
H 1.394 -3.654 0.167 0.31
S 2.192 -0.232 0.229 -0.26
H -1.414 -0.036 -1.450 0.18
H -1.778 -1.115 0.962 0.37
C 0.944 0.925 0.790 -0.73
C -0.352 1.094 -0.021 0.40
H 0.669 0.513 1.758 0.35
H -0.088 1.987 -1.967 0.28
C -0.351 2.301 -0.958 -0.81
H 0.147 -0.713 -0.973 0.11
N -0.664 -0.144 -0.799 -0.47
H 1.358 1.879 0.954 0.44
O -1.750 -1.819 1.629 -0.67
H 0.365 3.069 -0.648 0.38

***

10
Properties=species:S:1:pos:R:3:mulliken_charge:R:1 method="wB97M-V/def2-TZVPD" e_above_lowest_ev=6.387 lumo_ev=-0.67 charge=0 total_energy_ev=-8197.4988
N -1.594 -0.492 0.340 0.25
H 1.485 -1.617 0.627 0.35
N -0.517 -1.402 1.265 -0.41
C 0.294 -0.063 -0.627 -0.22
C 0.459 1.260 -0.523 -0.60
H 0.662 -0.582 -1.509 0.32
H 0.955 1.834 -1.294 0.28
O -2.248 0.371 0.775 -0.28
C 0.523 -1.125 0.670 0.07
H -0.019 1.816 0.276 0.24

***

14
Properties=species:S:1:pos:R:3:mulliken_charge:R:1 method="wB97M-V/def2-TZVPD" smiles="COCCC=O" e_above_lowest_ev=3.484 lumo_ev=0.77 charge=0 total_energy_ev=-8369.7972
H -0.928 0.674 -1.206 0.17
H 1.024 -0.744 -1.713 0.32
C -0.354 0.586 0.251 -0.44
H -1.092 -1.363 1.671 0.32
H -1.380 -0.008 0.020 0.18
O 1.588 0.751 -2.946 -0.49
C 1.001 0.331 -1.972 0.03
C -0.169 -0.842 1.979 -0.72
H -0.439 -0.044 2.687 0.30
H 0.220 2.223 -1.211 0.32
O 0.492 -0.297 0.866 -0.31
H -0.703 1.422 0.869 0.40
H 0.523 -1.542 2.438 0.25
C 0.113 1.134 -1.093 -0.32

***

8
Properties=species:S:1:pos:R:3:mulliken_charge:R:1 method="wB97M-V/def2-TZVPD" smiles=[NH2+]1[C@@H]2S[C@H]12 e_above_lowest_ev=2.290 lumo_ev=-4.78 charge=+1 total_energy_ev=-14453.0464
N -0.537 0.021 0.559 -0.18
C 0.251 -0.781 -0.308 -0.23
C 0.336 0.887 -0.321 -0.06
H -1.559 -0.075 0.389 0.35
H -0.276 -0.166 1.616 0.33
H -0.030 1.639 -1.107 0.36
S 1.925 0.066 0.058 0.02
H -0.109 -1.590 -0.886 0.42